[1]
Below is 2 unconnected molecules or ions with the total composition C4H12 at a distorted geometry, with properties calculated with wB97M-V/def2-TZVPD.

Geometry as XYZ:
```
16
Properties=species:S:1:pos:R:3:mulliken_charge:R:1
C 0.28060 -0.01691 -1.74040 -0.543
C -0.82047 -0.70003 -2.60323 -0.852
H 0.93160 0.49541 -2.44548 0.317
H -0.15399 0.63716 -0.98612 0.038
H 0.80200 -0.79684 -1.19118 0.242
H -0.83788 -1.73644 -2.26652 0.231
H -0.67804 -0.56773 -3.66383 0.276
H -1.84320 -0.34361 -2.43775 0.286
C 0.99922 0.24378 2.13398 -0.793
C -0.49023 0.52643 2.27408 -0.751
H 1.41110 0.42750 1.13661 0.193
H 1.61258 0.80909 2.84369 0.289
H 1.35760 -0.77833 2.28205 0.289
H -0.74913 1.05060 3.17835 0.334
H -1.03795 -0.39568 2.06848 0.241
H -0.78382 1.14560 1.41726 0.204
```

- F_max (hartree/bohr) = 0.03550
- DFT total energy (hartree) = -159.56623
- net charge = 0



[2]
Below is 2 unconnected molecules or ions with the total composition C4H12 at a distorted geometry, with properties calculated with wB97M-V/def2-TZVPD.

Geometry as XYZ:
```
16
Properties=species:S:1:pos:R:3:mulliken_charge:R:1
C 1.21157 -0.90638 -1.83327 -0.756
C 2.22511 -0.77112 -0.68009 -0.882
H 0.85236 0.10081 -1.93027 0.212
H 1.74105 -1.12619 -2.75383 0.340
H 0.42117 -1.57265 -1.50805 0.240
H 2.99948 -0.01719 -0.80965 0.302
H 2.74996 -1.72817 -0.56107 0.282
H 1.79280 -0.65206 0.31588 0.266
C -1.56465 0.80444 1.95823 -0.919
C -1.89046 0.83554 0.46497 -0.599
H -0.57438 1.21357 2.11733 0.272
H -2.33397 1.30735 2.55801 0.331
H -1.75941 -0.17709 2.38688 0.284
H -1.27640 0.15829 -0.11794 0.067
H -1.64584 1.84667 0.12488 0.246
H -2.94840 0.68417 0.26798 0.314
```

- F_max (hartree/bohr) = 0.04176
- DFT total energy (hartree) = -159.57028
- net charge = 0



Sequential energy above the lowest of the compared OMol25 structures with the same formula, charge and spin output: 0.510, 0.400 eV